Record 1
Entry from the Open Molecules 2025 dataset: C19H33IrN4O3 as an isolated structure (the ωB97M-V functional and the def2-TZVPD basis).

Total energy, hartree: -1291.91080
LUMO level (alpha / beta), eV: -9.39 / -11.90
Relative energy (zero: lowest compared OMol25 entry of this formula, charge and spin), kJ/mol: 54.7

```
! RIJCOSX wB97M-V def2-TZVPD def2/J DEFGRID3
* xyz 3 2
H -0.593 -0.512 -2.661
H -0.669 1.732 -1.737
H -1.860 -2.183 3.214
H -3.337 -0.551 2.066
H 5.519 -2.071 -4.503
N -1.481 1.376 -1.235
H -0.131 -3.141 2.221
O 0.838 -0.156 -1.040
C 4.635 -1.849 -3.917
H 4.229 -2.761 -3.481
H 3.900 -1.325 -4.525
N -1.858 -1.424 -0.228
H -1.281 2.327 1.603
H 2.387 -1.297 -2.695
O 5.096 -0.975 -2.855
C 2.008 1.528 1.110
H -2.985 2.879 -1.414
H 5.943 0.563 -1.115
H -3.178 1.892 3.134
C 2.752 0.841 0.027
C 2.104 -0.057 -0.979
C -2.320 0.641 -2.239
C -2.003 -1.795 -1.696
H -1.350 -2.640 -1.899
C -2.264 2.517 -0.681
C -2.772 -0.254 2.957
C -0.261 -2.351 1.479
H 0.379 -0.737 2.590
C 2.730 2.428 2.059
H -1.962 -0.954 -3.652
H -1.202 -3.442 -0.081
C -2.381 1.201 2.863
H 3.654 1.987 2.428
H -1.580 3.339 -0.459
C 4.250 -0.465 -2.011
C 4.111 1.050 -0.069
C 2.890 -0.671 -1.973
H 2.081 2.667 2.896
H -3.297 0.471 -1.778
H -2.343 -2.967 1.157
H -3.033 -2.133 -1.814
H -2.793 -1.159 0.060
C -1.670 -0.662 -2.644
C -1.557 -1.139 3.169
H -3.449 -0.409 3.798
H 0.645 -2.295 0.873
H -2.482 1.310 -3.084
H 4.628 1.714 0.609
N -0.469 -1.026 2.110
H -1.542 1.397 3.534
H 2.994 3.358 1.546
O 0.798 1.331 1.357
C 4.873 0.413 -1.047
C -2.970 2.057 0.577
N -1.914 1.534 1.483
Ir -0.711 0.226 0.415
H -3.482 2.894 1.056
H -3.706 1.272 0.399
H -1.089 -0.905 4.125
C -1.467 -2.638 0.601
*
```

Record 2
Entry from the Open Molecules 2025 dataset: one molecule with the formula C5H5N3 (the ωB97M-V functional and the def2-TZVPD basis).

SMILES string: [H]/N=C(\C#C)NCC#N
Total energy, hartree: -357.52243
LUMO level, eV: -0.05
Relative energy (zero: lowest compared OMol25 entry of this formula, charge and spin), kJ/mol: 656.9

```
! RIJCOSX wB97M-V def2-TZVPD def2/J DEFGRID3
* xyz 0 1
H -0.170 0.492 2.560
N -1.638 -2.043 -0.918
H 1.121 -0.453 1.322
H -1.128 -2.207 -1.800
N -1.076 -0.181 0.848
C 0.673 1.681 1.004
C 0.342 0.368 1.584
H -2.132 0.340 1.061
C -0.767 -1.080 -0.221
C 0.639 -0.518 -0.943
H 2.226 -0.398 -2.756
N 0.622 2.651 0.261
C 1.569 -0.579 -1.711
*
```

Record 3
Entry from the Open Molecules 2025 dataset: one molecule with the formula C5H2 (the ωB97M-V functional and the def2-TZVPD basis).

Total energy, hartree: -191.35509
LUMO level (alpha / beta), eV: -1.28 / -1.27
Relative energy (zero: lowest compared OMol25 entry of this formula, charge and spin), kJ/mol: 326.6

```
! RIJCOSX wB97M-V def2-TZVPD def2/J DEFGRID3
* xyz 0 1
C 0.525 -0.319 0.486
C -0.375 -1.489 0.027
H -0.047 1.808 0.174
C -0.027 0.818 -0.274
C 0.769 -1.605 0.882
C -1.195 -0.056 0.000
H 0.351 0.844 -1.294
*
```

Record 4
Entry from the Open Molecules 2025 dataset: one molecule with the formula C4H7Cl (the ωB97M-V functional and the def2-TZVPD basis).

SMILES string: C=C[C@H](C)Cl
Total energy, hartree: -616.73056
LUMO level, eV: 0.64
Relative energy (zero: lowest compared OMol25 entry of this formula, charge and spin), kJ/mol: 123.3

```
! RIJCOSX wB97M-V def2-TZVPD def2/J DEFGRID3
* xyz 0 1
H -1.928 0.312 -1.029
H 0.209 0.285 1.717
H -1.137 1.998 0.608
C -0.336 1.611 -0.065
C -2.120 -0.572 -0.492
C 0.083 0.254 0.551
Cl 1.624 -0.422 -0.219
C -1.065 -0.704 0.513
H -1.168 -1.419 1.218
H 0.470 2.378 -0.102
H -0.630 1.503 -1.087
H -2.793 -1.423 -0.646
*
```

Record 5
Entry from the Open Molecules 2025 dataset: one molecule with the formula C28H34N2O7S (the ωB97M-V functional and the def2-TZVPD basis).

SMILES string: COCCCN1C(=O)C(=O)/C(=C(/O)c2ccc(S(=O)(=O)N3CCOCC3)cc2)[C@@H]1c1ccc(C(C)C)cc1
Total energy, hartree: -2121.73083
LUMO level, eV: -0.50
Relative energy (zero: lowest compared OMol25 entry of this formula, charge and spin), kJ/mol: 0.0

```
! RIJCOSX wB97M-V def2-TZVPD def2/J DEFGRID3
* xyz 0 1
C 3.416 3.947 -1.067
H 1.288 -0.624 1.649
H 5.931 2.907 -0.836
H 3.840 -0.161 -1.741
C -2.586 1.051 -1.634
H 3.326 2.537 2.113
C 1.793 1.052 -0.419
C -7.185 1.382 1.987
C 2.707 -2.192 1.317
H -4.293 -2.383 -1.192
C 4.206 -5.003 -0.283
O -1.498 1.887 0.788
O 0.305 -0.875 -2.067
N 1.972 2.014 0.648
H -1.801 -2.200 -1.094
H 6.338 -4.736 1.456
H -2.113 2.009 -1.775
O -6.737 -1.757 -1.707
H -8.266 1.318 1.796
H 6.016 -3.075 1.959
H 6.413 -3.428 0.277
H 1.263 -0.843 -1.913
H 4.592 4.163 0.745
H 3.770 4.923 -1.429
C 2.479 -0.259 -0.091
H -8.127 -1.033 2.236
S -6.338 -0.410 -1.428
H -5.356 1.377 0.833
C 0.834 2.447 1.232
C 3.736 -2.684 0.521
H 3.148 -5.139 -0.494
H 2.887 4.601 0.900
C -7.051 -0.900 2.421
C -6.431 1.214 0.664
C -1.809 -0.080 -1.394
H 2.359 3.848 -1.328
H 5.761 4.005 -2.230
H 3.922 -4.401 1.753
C -3.793 -1.434 -1.302
H 5.822 2.243 -2.483
C 4.132 -1.936 -0.582
H 2.389 -2.754 2.182
C -2.414 -1.327 -1.256
H -6.799 1.914 -0.086
H 4.629 -5.966 -0.005
H 4.014 1.765 0.661
H -6.721 -1.592 3.197
O 4.068 2.907 -1.767
C 5.886 -3.794 1.154
H 2.221 1.453 -1.350
C -0.342 0.020 -1.304
C -3.963 0.939 -1.691
H 4.934 -2.288 -1.213
N -6.686 -0.122 0.174
C -6.287 -1.141 1.115
C -0.325 1.756 0.513
C 2.085 -0.995 1.019
C -4.551 -0.299 -1.513
H -6.545 -2.107 0.682
O -6.913 0.661 -2.184
C 5.468 3.032 -1.821
H -4.592 1.793 -1.884
C 0.289 0.916 -0.508
C 4.399 -3.997 0.853
O 0.767 3.243 2.143
H -5.204 -1.095 1.312
H -6.946 2.342 2.448
H 4.697 -4.663 -1.191
C 3.514 -0.738 -0.886
C 3.280 2.489 1.021
C 3.578 3.883 0.457
O -6.804 0.394 2.917
*
```

Record 6
Entry from the Open Molecules 2025 dataset: a 5-piece molecular cluster, C21H38ClNO5P overall (the ωB97M-V functional and the def2-TZVPD basis).

Total energy, hartree: -2055.22837
LUMO level, eV: -4.19
Relative energy (zero: lowest compared OMol25 entry of this formula, charge and spin), kJ/mol: 0.0

```
! RIJCOSX wB97M-V def2-TZVPD def2/J DEFGRID3
* xyz 1 1
Cl 1.131 1.616 -0.617
C -5.742 -1.237 -2.924
O 1.404 4.275 -1.629
H 3.504 -3.232 3.087
C -1.596 4.216 -1.230
C 2.451 -1.694 0.318
N -3.211 2.218 -2.191
O 4.431 -6.679 1.359
C 0.954 7.225 0.441
H 3.137 -9.539 0.353
C 3.544 -2.580 2.216
C -1.889 2.141 -2.370
O 3.449 -2.594 -0.150
H 2.842 -0.672 0.232
H 4.952 -7.196 3.291
C 3.958 -8.876 0.619
H -3.766 -0.818 -0.723
H 1.563 -1.780 -0.313
P 0.771 2.889 -2.177
C 2.181 -2.058 1.772
H -1.517 8.978 -0.461
C -5.889 -2.324 -1.872
H -1.493 1.273 -2.878
C -0.564 8.966 0.069
C -0.696 8.527 1.521
H 1.438 4.935 -2.334
H 1.438 -2.857 1.829
H 5.109 -3.301 0.867
H -1.485 7.776 1.618
H 4.966 -9.775 2.361
C 5.043 -7.590 2.278
H -6.708 -0.789 -3.173
H 6.107 -7.666 2.030
O 0.316 8.023 -0.559
H -4.838 3.263 -1.453
C -5.814 -1.524 -0.573
H 3.436 -8.963 2.712
H 1.820 -1.214 2.360
H -5.530 -2.118 0.293
H 2.020 7.154 0.224
H -0.113 9.959 -0.007
C -1.049 3.127 -1.894
C 4.338 -8.926 2.096
H 3.673 -4.331 0.939
H -6.811 -2.890 -1.983
H -3.416 5.103 -0.542
C 3.612 -7.405 0.438
C -2.971 4.270 -1.061
H -3.801 1.462 -2.534
H -4.938 0.470 -0.371
H -6.779 -1.058 -0.366
H 0.672 7.185 2.611
H 4.821 -9.138 0.003
O -4.912 -0.216 -2.333
H -5.050 -3.020 -1.929
C 4.024 -3.298 0.964
H 0.526 6.215 0.397
H 4.205 -1.741 2.448
H -0.928 9.351 2.192
C -4.783 -0.463 -0.919
C -3.765 3.260 -1.551
H 1.409 8.660 1.982
C 0.666 7.887 1.779
H 2.562 -7.211 0.682
H -5.277 -1.592 -3.841
H 3.804 -7.046 -0.574
H -0.951 4.991 -0.845
*
```

Record 7
Entry from the Open Molecules 2025 dataset: C32H28Cl3F5FeGeN2OS3Te as an isolated structure (the ωB97M-V functional and the def2-TZVPD basis).

Total energy, hartree: -8103.88814
LUMO level (alpha / beta), eV: -4.56 / -5.32

```
! RIJCOSX wB97M-V def2-TZVPD def2/J DEFGRID3
* xyz 1 6
H 2.773 3.535 -5.434
H -6.116 1.833 -1.758
C -5.276 -0.535 -5.790
C 0.957 1.928 5.144
F 0.073 -0.251 5.258
S 0.662 1.773 0.637
H -7.233 1.211 -3.680
Fe -0.020 -0.928 -0.221
C -6.337 0.766 -4.101
C -3.881 -1.818 -0.072
H 0.417 -0.725 -4.603
C 1.756 1.867 -6.318
C 1.219 2.992 3.012
C -5.124 0.974 -3.452
C -2.110 5.111 -1.732
C -5.566 -3.630 0.597
C -3.958 0.410 -4.001
C 0.750 1.844 2.349
H -3.091 -1.597 -6.658
Te -1.950 0.423 -3.098
C 0.456 0.783 4.527
C 1.328 3.033 4.387
H -5.766 -3.927 -1.545
H -8.329 0.758 -5.968
H -2.176 6.152 -1.445
H -6.643 -2.516 -0.938
C -2.028 4.768 -3.072
C 1.273 0.432 -2.335
H 2.462 2.729 -3.118
H -7.637 -0.530 -6.965
H -2.163 4.373 0.285
O 2.428 0.280 -1.767
H -8.358 -0.909 -5.400
H -2.311 -1.643 -5.075
C -2.820 -0.995 -5.793
C -1.895 3.100 -4.946
H -2.051 2.019 -0.397
Cl 3.237 -2.644 -1.320
C 0.875 0.239 -4.784
H -2.110 -0.230 -6.114
N -4.572 -2.265 -1.106
C 0.358 0.760 3.158
F 1.065 1.967 6.452
F 1.777 4.122 4.990
H -1.118 2.354 -5.135
H -5.335 -1.114 -6.705
F 1.559 4.053 2.308
H -4.881 2.864 -2.482
Cl 3.853 -0.127 0.922
C 1.353 0.994 -3.715
C -4.044 -0.366 -5.173
H -6.497 -3.612 1.157
C -2.042 2.790 -1.151
H -2.009 5.549 -3.821
F -0.140 -0.320 2.563
H 1.915 2.203 -7.333
C -5.128 1.833 -2.217
C -1.966 3.439 -3.483
C -5.730 -3.105 -0.831
C 2.235 2.615 -5.251
H -2.849 2.690 -5.289
N 0.155 0.075 -1.772
C -1.993 2.449 -2.497
H -4.450 -1.845 -2.020
C 2.055 2.171 -3.951
Ge 2.314 -1.018 -0.272
C -6.436 0.025 -5.271
H 0.742 0.070 -6.913
H -4.405 1.492 -1.484
C 1.085 0.675 -6.084
S -2.700 -0.628 -0.170
H -5.149 -4.633 0.627
C -2.107 4.119 -0.766
Cl -0.257 -2.826 0.497
S -4.373 -2.513 1.423
C -7.763 -0.173 -5.945
H -1.674 3.984 -5.541
*
```

Record 8
Entry from the Open Molecules 2025 dataset: C17H16O5RuS2 as an isolated structure (the ωB97M-V functional and the def2-TZVPD basis).

Total energy, hartree: -1924.88143
LUMO level (alpha / beta), eV: -1.32 / -1.63
Relative energy (zero: lowest compared OMol25 entry of this formula, charge and spin), kJ/mol: 70.3

```
! RIJCOSX wB97M-V def2-TZVPD def2/J DEFGRID3
* xyz 0 1
H 3.688 -2.306 4.989
C 1.963 -1.418 2.216
O -1.342 0.998 -0.669
C 0.577 -1.233 4.187
H 0.853 -2.804 -1.462
H 1.573 -1.458 -2.475
H -0.023 -0.067 -3.863
O 0.952 2.714 -2.708
O -2.794 2.639 -0.417
C -2.963 -1.482 -1.752
S 2.148 -1.219 0.499
C 0.736 -1.116 2.800
C 1.601 2.697 -0.412
O 1.187 0.733 -1.752
H -4.213 -0.275 -2.988
C 1.199 2.030 -1.730
C -1.580 2.125 -0.280
H -1.465 -2.675 -0.758
C 2.865 -1.972 4.372
H 2.509 2.243 -0.020
H -0.379 -0.994 4.633
C -3.198 -0.584 -2.766
C -0.851 -0.481 -3.305
H 3.975 -2.110 2.544
H 1.762 3.761 -0.602
H -0.533 3.939 -0.370
Ru 0.254 -0.448 -0.347
C -0.583 -1.428 -2.277
S -0.557 -0.601 1.762
C 0.742 -1.811 -1.878
C -1.653 -1.906 -1.496
C 1.635 -1.652 4.963
O 0.630 2.538 0.626
C 3.030 -1.863 3.010
C -0.605 3.103 0.338
C -2.135 -0.082 -3.546
H -3.341 1.970 -0.860
H -3.780 -1.881 -1.165
H 1.516 -1.737 6.035
H -2.338 0.632 -4.333
H -1.058 3.482 1.255
*
```

Record 9
Entry from the Open Molecules 2025 dataset: ArH26HeO13 as an isolated structure (the ωB97M-V functional and the def2-TZVPD basis).

Total energy, hartree: -1524.10926
LUMO level, eV: -1.16
Relative energy (zero: lowest compared OMol25 entry of this formula, charge and spin), kJ/mol: 65.0

```
! RIJCOSX wB97M-V def2-TZVPD def2/J DEFGRID3
* xyz 0 1
H 7.091 3.768 -22.024
H 11.057 5.234 -17.345
H 7.433 7.610 -20.549
O 9.569 2.100 -17.769
O 10.444 3.192 -21.567
H 7.037 6.077 -15.805
O 10.088 6.402 -16.364
H 6.233 5.777 -21.750
O 4.590 3.344 -18.753
H 9.533 2.348 -16.845
H 6.157 1.923 -16.162
H 9.493 3.299 -21.584
H 5.493 3.060 -18.897
O 7.743 3.095 -22.220
O 11.666 4.650 -17.796
O 7.186 7.161 -21.358
H 7.890 3.170 -23.163
H 6.989 7.693 -17.850
O 5.736 2.773 -16.288
H 6.389 7.407 -15.484
H 6.324 3.398 -15.864
H 4.966 5.997 -16.590
H 4.569 3.619 -17.836
O 5.790 5.013 -22.119
H 3.583 5.543 -16.174
Ar 8.112 5.086 -18.767
H 10.002 2.838 -18.198
H 7.996 7.116 -21.865
H 9.771 6.188 -15.486
H 10.786 4.029 -21.881
H 8.340 4.295 -14.974
H 12.166 4.236 -17.093
O 4.060 5.953 -16.895
H 4.945 4.984 -21.669
He 9.189 5.438 -21.091
H 9.531 7.126 -16.650
H 7.015 4.667 -14.343
O 6.633 6.841 -16.216
H 6.893 8.947 -18.694
O 7.382 8.129 -18.607
O 7.433 4.512 -15.190
*
```

Record 10
Entry from the Open Molecules 2025 dataset: C4H11BN2 as an isolated structure (the ωB97M-V functional and the def2-TZVPD basis).

Total energy, hartree: -293.33340
LUMO level, eV: 0.77
Relative energy (zero: lowest compared OMol25 entry of this formula, charge and spin), kJ/mol: 342.0

```
! RIJCOSX wB97M-V def2-TZVPD def2/J DEFGRID3
* xyz 0 1
H -2.461 -1.318 0.323
H -2.446 -0.668 -1.518
H 0.401 2.631 0.362
H 2.206 1.192 0.865
H 1.373 -2.369 -0.353
H -1.248 0.652 1.688
H -1.545 -2.169 -0.796
H 2.839 -1.168 -0.815
C 1.645 -1.389 -0.909
C -0.994 1.012 0.658
N 1.401 0.880 0.403
H -1.675 1.702 0.164
H 1.455 -1.403 -2.047
B 0.831 -0.261 -0.232
C 0.320 1.775 0.966
H 0.394 2.143 1.977
C -1.940 -1.215 -0.617
N -0.555 -0.026 -0.118
*
```

Record 11
Entry from the Open Molecules 2025 dataset: a 2-piece molecular cluster, C2H4BrN overall (the ωB97M-V functional and the def2-TZVPD basis).

SMILES string: C1=NC1.Br
Total energy, hartree: -2707.28103
LUMO level, eV: 1.02
Relative energy (zero: lowest compared OMol25 entry of this formula, charge and spin), kJ/mol: 204.9

```
! RIJCOSX wB97M-V def2-TZVPD def2/J DEFGRID3
* xyz 0 1
N -0.358 -0.028 -1.135
H -0.127 -0.862 0.977
C -1.441 0.069 -0.578
C -0.417 0.087 0.383
H 0.066 0.967 0.907
H -2.489 0.151 -0.844
H 1.742 -0.153 -0.199
Br 3.024 -0.231 0.488
*
```

Record 12
Entry from the Open Molecules 2025 dataset: C31H47BrN2P2Sn as an isolated structure (the ωB97M-V functional and the def2-TZVPD basis).

Total energy, hartree: -4789.14002
LUMO level, eV: -9.05
Relative energy (zero: lowest compared OMol25 entry of this formula, charge and spin), kJ/mol: 0.0

```
! RIJCOSX wB97M-V def2-TZVPD def2/J DEFGRID3
* xyz 2 1
C 0.605 -0.176 -1.865
C -0.193 -1.054 0.637
H 1.038 1.702 -0.915
C -3.532 -1.716 4.122
C -1.122 -0.519 4.697
C 3.188 3.283 4.394
H 3.068 -4.329 -4.189
H 1.849 3.315 -0.263
C 0.563 0.730 -0.802
C 0.113 -1.986 -0.374
H -5.018 -0.120 -2.923
H 2.820 4.023 5.111
C -2.545 -1.496 3.149
H 0.847 -8.114 -1.927
Br -0.330 1.668 1.672
H 2.573 0.104 0.803
H -2.513 -0.369 -3.068
H 4.049 0.617 1.604
Sn -0.062 -1.748 -4.408
C 2.796 3.128 0.276
H -0.602 -3.918 -2.954
H 1.617 4.011 3.110
H -0.409 -6.028 -2.257
H 2.922 -1.323 2.775
H 3.429 2.386 4.971
H -0.156 -0.040 4.888
N -1.375 -0.937 3.456
H 3.454 1.787 -1.373
C -0.172 2.263 -3.579
H 3.127 4.119 0.625
C -2.056 -0.694 5.732
P 2.334 2.218 1.770
H 2.217 -2.561 -2.782
H -4.486 -2.684 6.574
H -1.302 3.640 -1.823
C 0.596 -1.550 -1.629
H 0.200 2.170 -2.556
P -1.970 1.971 -3.483
H -3.895 -1.299 7.500
H -2.361 2.429 -1.118
H 4.104 3.690 3.966
H -5.240 -1.108 6.371
N 2.609 -7.335 -2.767
H 1.197 3.669 -4.545
H -0.003 -3.068 -0.242
C -3.406 4.045 -2.113
H -2.718 -1.793 2.110
H 1.288 2.460 3.864
C 1.121 -2.481 -2.676
C 0.612 -6.058 -2.614
C 2.530 -0.312 2.915
H 1.440 -0.389 2.961
H -3.259 4.754 -2.932
C -0.008 0.324 0.406
H -4.500 0.807 -4.335
C 2.083 3.040 3.362
C 3.844 2.579 -0.720
C -4.421 0.737 -3.244
H -2.916 0.689 -1.691
H -3.488 4.625 -1.188
H -1.803 -0.367 6.740
C -2.232 3.084 -1.990
H 0.311 1.504 -4.210
H 4.162 3.404 -1.371
C 1.205 -4.939 -3.237
C 2.959 0.555 1.733
H -4.371 3.550 -2.260
C 3.217 -6.318 -3.379
C -4.275 -1.609 6.522
H -0.537 -1.372 1.616
H 0.235 4.385 -3.250
C 1.333 -7.236 -2.387
C 0.204 3.665 -4.078
C 2.540 -5.110 -3.657
H 2.902 0.067 3.868
H -0.506 4.039 -4.822
C -3.272 -1.321 5.440
H 4.741 2.204 -0.218
H 4.270 -6.485 -3.676
C -2.955 0.591 -2.783
H -4.453 -2.215 3.836
C 0.445 -3.668 -3.173
H 0.617 0.181 -2.901
H -4.905 1.632 -2.831
*
```